[1]
{"formula": "C34H94N5O18S", "method": "the ωB97M-V functional and the def2-TZVPD basis", "homo_lumo_gap_ev": 6.9355, "charge": 1, "e_lumo_ev": -3.6, "molar_mass_da": 893.21, "species": ["C", "C", "N", "C", "N", "N", "N", "C", "C", "C", "C", "C", "C", "C", "C", "C", "C", "C", "C", "O", "C", "N", "C", "C", "C", "C", "S", "O", "O", "O", "H", "H", "H", "H", "H", "H", "H", "H", "H", "H", "H", "H", "H", "H", "H", "H", "H", "H", "H", "H", "H", "H", "H", "H", "H", "H", "H", "H", "H", "H", "H", "H", "H", "H", "H", "H", "H", "H", "C", "O", "H", "H", "H", "H", "C", "O", "H", "H", "H", "H", "C", "O", "H", "H", "H", "H", "C", "O", "H", "H", "H", "H", "C", "O", "H", "H", "H", "H", "C", "O", "H", "H", "H", "H", "C", "O", "H", "H", "H", "H", "C", "O", "H", "H", "H", "H", "C", "O", "H", "H", "H", "H", "C", "O", "H", "H", "H", "H", "C", "O", "H", "H", "H", "H", "C", "O", "H", "H", "H", "H", "C", "O", "H", "H", "H", "H", "C", "O", "H", "H", "H", "H"], "coordinates": [[1.10395, -7.81742, 2.01309], [0.64877, -6.94423, 0.97889], [0.46383, -5.75298, 0.06572], [1.28229, -5.19815, -1.07775], [2.44999, -5.72127, -1.57021], [3.09243, -6.87378, -1.15127], [0.74352, -3.93823, -1.73445], [-0.48379, -3.72156, -0.87446], [-1.39284, -2.39559, -1.19344], [-0.47778, -1.12773, -1.75628], [-0.82062, 0.30454, -0.99655], [0.59225, 1.03584, -0.49764], [0.55448, 2.67260, -0.59456], [1.95395, 3.36107, -1.12509], [1.79852, 5.00580, -0.86938], [3.27839, 5.77313, -0.90129], [4.07723, 5.48997, 0.51015], [3.44924, 6.27350, 1.81415], [4.38069, 7.59056, 2.15573], [3.54379, 8.52950, 2.93586], [4.37955, 9.35676, 3.82200], [-0.60492, -4.83067, 0.14640], [-1.77655, -4.86520, 1.10687], [-1.38239, -4.68641, 2.68820], [-1.87571, -5.99258, 3.56374], [-1.49272, -5.93250, 5.15668], [-2.78765, -6.68616, 6.30130], [-3.99669, -7.32006, 5.56831], [-3.36321, -5.64811, 7.34165], [-2.12147, -7.95604, 7.28470], [1.50444, -8.44365, 2.94726], [2.91093, -5.18102, -2.36175], [2.52524, -7.73106, -1.39589], [3.25377, -6.81046, -0.11260], [-1.95122, -2.10767, -0.18376], [-2.26669, -2.68513, -1.95242], [-0.65119, -1.02381, -2.92718], [0.68749, -1.30213, -1.60504], [-1.25502, 1.02680, -1.83867], [-1.61179, 0.20014, -0.13041], [0.72221, 0.73184, 0.62699], [1.53558, 0.64513, -1.07488], [0.31886, 3.10056, 0.47203], [-0.30257, 3.01153, -1.32425], [2.91959, 2.94710, -0.56283], [2.13047, 3.20867, -2.28895], [1.13230, 5.47341, -1.71941], [1.34269, 5.18843, 0.21473], [3.09119, 6.94653, -0.99162], [3.92223, 5.45399, -1.82927], [5.23053, 5.71926, 0.34902], [4.02502, 4.32739, 0.77339], [3.49818, 5.53086, 2.74395], [2.35005, 6.62178, 1.61208], [5.32915, 7.28145, 2.76802], [4.74511, 8.03907, 1.13362], [3.87828, 10.41717, 3.95087], [4.50792, 8.81839, 4.87641], [5.45662, 9.48351, 3.36524], [-2.51834, -3.98035, 0.81050], [-2.43019, -5.85693, 1.01980], [-1.98985, -3.73746, 3.07685], [-0.24973, -4.41662, 2.80910], [-1.32726, -6.93601, 3.08262], [-3.02991, -6.16163, 3.43273], [-0.47055, -6.50140, 5.38920], [-1.37827, -4.79983, 5.50444], [-1.58905, -7.54415, 8.05123], [3.23513, -10.80874, 2.10779], [2.99826, -10.14735, 3.33697], [2.86683, -10.18349, 1.29118], [4.30815, -10.97328, 1.98237], [2.70560, -11.76455, 2.09937], [3.33528, -10.72561, 4.04233], [-4.74010, -11.11212, 5.95400], [-4.01018, -10.25814, 5.09240], [-4.78373, -12.11007, 5.51169], [-4.23934, -11.16735, 6.92372], [-5.75481, -10.72588, 6.07733], [-3.98830, -9.38070, 5.51088], [6.21064, -5.50176, -2.98477], [4.84689, -5.75086, -3.27212], [6.66951, -5.00503, -3.84275], [6.28679, -4.85407, -2.10792], [6.72325, -6.44842, -2.79746], [4.46657, -6.19179, -2.49337], [-3.66416, -2.05867, 8.24012], [-3.78778, -2.62792, 6.94973], [-3.67164, -0.96995, 8.15034], [-4.50484, -2.37660, 8.86168], [-2.72186, -2.37843, 8.69162], [-3.77813, -3.59383, 7.06127], [7.13188, 9.13231, -0.01586], [7.12273, 7.71696, -0.04973], [6.29264, 9.47857, 0.59178], [8.06797, 9.48105, 0.42718], [7.02921, 9.52261, -1.03131], [7.87799, 7.43919, -0.59556], [4.14200, -4.30315, -6.37013], [3.90513, -3.64176, -5.14095], [3.77370, -3.67790, -7.18674], [5.21502, -4.46769, -6.49555], [3.61247, -5.25896, -6.37855], [4.24214, -4.22002, -4.43559], [-5.26455, -2.85964, -0.95872], [-4.58686, -3.03469, 0.27194], [-4.53998, -2.57854, -1.72645], [-5.75032, -3.79584, -1.24461], [-6.00939, -2.06675, -0.85593], [-5.25488, -3.28344, 0.93329], [-4.08727, 1.85139, -3.42008], [-2.68840, 1.67910, -3.28623], [-4.53178, 1.93429, -2.42561], [-4.29046, 2.76457, -3.98487], [-4.51380, 0.98813, -3.93669], [-2.32184, 1.60866, -4.18410], [-4.43181, 4.83149, -7.00669], [-4.16512, 4.25249, -5.74254], [-5.50830, 4.80301, -7.19051], [-4.09081, 5.86969, -7.01221], [-3.91631, 4.26324, -7.78475], [-3.20301, 4.29195, -5.60729], [0.16593, -3.56433, 9.00138], [-0.49816, -4.03112, 10.16135], [0.95356, -2.86819, 9.29883], [0.61102, -4.40934, 8.47032], [-0.54792, -3.04868, 8.35443], [-1.19090, -4.64630, 9.86610], [-8.32726, 5.28518, -6.49224], [-7.59734, 6.13916, -7.35384], [-8.37089, 4.28724, -6.93455], [-7.82649, 5.22995, -5.52253], [-9.34197, 5.67142, -6.36892], [-7.57546, 7.01660, -6.93536], [-6.99651, 9.99165, -5.68016], [-7.00566, 8.57631, -5.71404], [-7.83575, 10.33791, -5.07253], [-6.06042, 10.34039, -5.23713], [-7.09918, 10.38195, -6.69562], [-6.25040, 8.29853, -6.25987], [3.82798, 11.01648, -1.00243], [4.50568, 10.84143, 0.22823], [4.55256, 11.29758, -1.77016], [3.34222, 10.08028, -1.28832], [3.08314, 11.80937, -0.89964], [3.83766, 10.59268, 0.88958], [2.00981, 3.91689, -5.27950], [3.17714, 3.58841, -4.54884], [1.22865, 4.22575, -4.58105], [2.22767, 4.73890, -5.96580], [1.67042, 3.04148, -5.83853], [3.85209, 3.31840, -5.19463]]}



[2]
{"formula": "FeN9O27Pb", "method": "the ωB97M-V functional and the def2-TZVPD basis", "e_above_lowest_kcal_mol": 131.7, "homo_lumo_gap_ev": [2.4699, 2.3102], "charge": -5, "multiplicity": 5, "e_lumo_ev": [8.3, 8.2], "s_squared": 6.008, "molar_mass_da": 821.08, "species": ["Fe", "Pb", "N", "O", "O", "O", "N", "O", "O", "O", "N", "O", "O", "O", "N", "O", "O", "O", "N", "O", "O", "O", "N", "O", "O", "O", "N", "O", "O", "O", "N", "O", "O", "O", "N", "O", "O", "O"], "coordinates": [[-26.54034, 2.33859, 0.23924], [-22.50198, 0.88877, 1.19844], [-25.00588, 4.00216, -1.87840], [-24.71705, 3.29878, -2.93692], [-25.80019, 3.76727, -0.95784], [-24.49316, 5.05172, -1.74254], [-20.99722, 1.96227, 6.12775], [-20.54267, 3.04610, 6.04820], [-20.38952, 1.25653, 6.94063], [-22.08684, 1.68430, 5.84357], [-20.78845, 3.97039, 1.83381], [-21.65221, 3.36559, 1.45324], [-19.87171, 4.39150, 1.12186], [-20.80865, 4.19116, 3.07977], [-27.78361, -0.66777, 0.94339], [-28.36111, -1.24780, 1.87394], [-27.87562, -1.02105, -0.19288], [-27.33641, 0.48527, 1.02299], [-20.02910, -0.77376, -0.85002], [-19.55601, -1.76497, -1.34224], [-19.44980, 0.25773, -0.87041], [-21.03293, -0.83837, -0.21008], [-20.76476, -1.12916, 4.24286], [-21.22818, -0.32599, 3.55000], [-20.88966, -1.09525, 5.51319], [-20.01096, -1.87332, 3.93123], [-24.50884, 2.71343, 2.64115], [-23.87027, 1.83339, 3.23714], [-24.89481, 2.33572, 1.51326], [-24.61436, 3.84537, 3.08643], [-24.50821, 0.08145, -2.05837], [-25.50262, -0.67186, -2.17178], [-23.59003, 0.32955, -2.87465], [-24.37351, 0.70146, -0.96396], [-23.96253, -2.09360, 2.26626], [-23.70117, -1.26657, 1.38349], [-24.02256, -3.15957, 1.73852], [-23.89471, -2.07828, 3.43880]]}



[3]
{"formula": "C3H7N5", "method": "the ωB97M-V functional and the def2-TZVPD basis", "e_above_lowest_kcal_mol": 116.4, "homo_lumo_gap_ev": 9.5352, "e_lumo_ev": 0.7, "smiles": "[H]/N=C(\\C=N/N)NN=C", "molar_mass_da": 113.12, "species": ["H", "N", "C", "C", "N", "N", "N", "N", "C", "H", "H", "H", "H", "H", "H"], "coordinates": [[-0.65501, -1.11385, 1.23495], [0.21241, -0.87809, 0.90645], [0.18636, 0.19442, 0.30886], [-1.14772, 0.89768, 0.43224], [-2.28084, 0.62528, 0.03026], [-2.71525, -0.61543, -0.42877], [1.19992, 0.98767, -0.16089], [2.44590, 0.59553, -0.14845], [2.68515, -0.72222, -0.31032], [-1.25019, 2.01219, 0.67385], [-3.46904, -0.35511, -1.25633], [-1.99360, -1.34829, -0.62746], [1.13113, 1.95495, -0.15401], [3.82624, -0.69201, -0.13042], [1.82456, -1.54272, -0.36998]]}



[4]
{"formula": "C3H13N2OZn", "method": "the ωB97M-V functional and the def2-TZVPD basis", "homo_lumo_gap_ev": [3.5319, 2.4874], "charge": -1, "e_lumo_ev": [3.0, 2.8], "molar_mass_da": 158.54, "species": ["C", "Zn", "N", "H", "H", "H", "H", "H", "H", "H", "H", "C", "C", "N", "O", "H", "H", "H", "H", "H"], "coordinates": [[1.32062, 1.87558, 0.16491], [-0.50482, 1.21673, -0.73905], [-2.35369, 0.36086, -1.30290], [-0.95161, 2.91754, -0.92575], [-2.13724, -0.17312, -2.14854], [-0.95520, 2.60436, -0.17691], [1.37370, 2.95350, -0.01996], [2.18699, 1.43276, -0.33135], [1.46751, 1.74136, 1.24230], [-2.74502, -0.34336, -0.66942], [-3.11107, 0.98090, -1.53957], [0.51328, -1.18026, 1.60522], [0.50451, -1.48604, 0.17165], [1.21497, -2.60969, -0.13659], [-0.10269, -0.70278, -0.64516], [0.83254, -2.05245, 2.16088], [-0.50206, -0.98165, 1.93740], [1.16166, -0.34668, 1.90291], [1.26916, -2.86387, -1.13025], [1.51846, -3.34369, 0.58018]]}